1.
Molecular formula: C19H23ClN2O2
Method: DFT, ωB97M-V with the def2-TZVPD basis set

Atoms and positions in Å:
C -6.70973 -2.75590 0.15654
C -5.93841 -1.44646 0.10306
O -4.57083 -1.74555 0.29657
C -3.66713 -0.72982 0.30060
C -3.97023 0.61400 0.11793
C -2.95726 1.55956 0.13998
C -1.63619 1.19975 0.34847
C -1.34182 -0.14796 0.53478
C -2.33626 -1.09939 0.50935
H -2.11205 -2.14477 0.65196
H -0.32015 -0.45103 0.70327
C -0.53559 2.22454 0.35686
N 0.37682 2.02092 -0.76661
C -0.27482 2.29600 -2.03067
H -1.16028 1.66758 -2.11238
H 0.40461 2.04924 -2.84551
H -0.58011 3.34864 -2.13164
C 1.59421 2.79299 -0.59613
C 2.50384 2.17831 0.46579
O 3.28466 2.82861 1.12932
N 2.35298 0.84597 0.56319
H 1.67304 0.41256 -0.04685
C 3.12816 0.02083 1.46002
C 4.07001 -0.87414 0.69704
C 5.43375 -0.61504 0.66651
C 6.29930 -1.42328 -0.04945
C 5.80858 -2.50934 -0.75350
C 4.45202 -2.78272 -0.74589
C 3.59690 -1.96441 -0.02758
Cl 1.90006 -2.32421 -0.04162
H 4.05649 -3.62377 -1.29416
H 6.47777 -3.14540 -1.31247
H 7.35618 -1.20495 -0.05830
H 5.81271 0.23609 1.21175
H 3.69189 0.70188 2.10186
H 2.45239 -0.58492 2.07456
H 1.40921 3.84684 -0.33254
H 2.15434 2.77972 -1.53635
H -0.96810 3.23985 0.33711
H 0.04767 2.12473 1.27689
H -3.21193 2.59994 -0.00677
H -4.98587 0.93953 -0.04421
H -6.08465 -0.96013 -0.87191
H -6.29143 -0.76615 0.89099
H -7.76952 -2.56779 0.01007
H -6.35436 -3.42689 -0.62061
H -6.56086 -3.23410 1.12070

Computed properties:
SMILES: CCOc1ccc(CN(C)CC(=O)NCc2ccccc2Cl)cc1
Net charge: 0
ΔE to the lowest compared entry with this formula, charge and spin: 22.97 kJ/mol
Spin multiplicity: 1

2.
Molecular formula: C19H23ClN4O2
Method: DFT, ωB97M-V with the def2-TZVPD basis set

Atoms and positions in Å:
O -0.33837 -3.09657 -1.36633
C -0.06075 -1.91381 -1.32366
N -1.05806 -0.90851 -1.36951
H -0.95821 -0.06167 -1.18506
C -2.58607 -1.55314 -1.58744
H -2.81755 -2.07346 -2.27822
H -3.28986 -0.58930 -1.34095
C -3.08177 -2.17334 -0.33430
N -2.76582 -1.50304 0.91624
C -1.70196 -1.92525 1.86612
C -1.78945 -0.73304 2.89223
C -2.85161 0.05743 2.41145
N -3.30138 -0.59147 1.27332
H -3.05939 0.92696 3.06817
H -1.10848 -0.91112 3.60898
H -1.22107 -2.79249 1.85183
H -4.10788 -2.49528 -0.20227
H -2.59806 -3.21777 -0.14605
C 1.25484 -1.16071 -1.13987
C 2.28286 -2.08395 -1.43256
C 3.56556 -1.37427 -1.41012
C 3.58406 -0.46400 0.11922
O 4.73627 0.10832 0.32959
N 2.52669 -0.38632 0.89863
C 1.32373 -0.90142 0.18714
H 0.60550 -0.42605 0.82066
H 1.28666 -2.23688 0.92284
C 2.69687 0.54370 1.88771
H 1.80432 0.00975 2.72107
H 3.67575 0.19497 2.44778
C 2.50022 1.99042 1.54751
C 1.23916 2.08369 0.62791
C 0.02800 2.14554 1.33572
C -1.15372 2.09971 0.50312
C -1.01946 2.28846 -0.84433
C 0.31409 2.58616 -1.39079
C 1.41790 2.26377 -0.79448
H 2.37231 2.29262 -0.80398
H 0.35436 2.54259 -2.47995
Cl -2.51382 2.60564 -1.75602
H -2.03634 2.13181 1.12274
H -0.25580 2.07294 2.62318
H 2.31979 2.38533 2.56785
H 3.33000 2.07084 1.09002
H 4.36463 -1.98367 -1.40537
H 3.92771 -0.71439 -2.14068
H 2.28563 -2.48422 -2.56496
H 2.43702 -3.21725 -0.95720
H 1.21419 -0.19949 -1.67362

Computed properties:
Net charge: 0
ΔE to the lowest compared entry with this formula, charge and spin: 1620.52 kJ/mol
Spin multiplicity: 1

3.
Molecular formula: C19H23F12IO15P
Method: DFT, ωB97M-V with the def2-TZVPD basis set

Atoms and positions in Å:
O 2.68533 2.55026 1.70567
C 2.10411 1.56616 1.37474
I 2.88605 0.31285 -0.18583
C 0.76441 1.14474 1.97295
O 0.02258 2.31601 2.27980
P -0.67803 3.03267 1.02286
O -0.11831 2.56397 -0.26100
O -0.38815 4.58960 1.25012
O -2.19742 2.88179 1.24017
C -2.89641 1.73313 0.47740
O -3.35156 2.08908 -0.58376
O -2.87099 0.71049 1.09925
H 0.22424 0.49485 1.28613
H 0.95012 0.63491 2.91921
H 0.19769 4.86949 0.53535
C 0.50271 -5.73031 -1.19758
C 0.59814 -6.08640 0.27040
O 1.33401 -5.09465 1.01433
C 0.67710 -3.97431 1.28213
O -0.44691 -3.70631 0.98756
C 1.58795 -3.03177 2.09497
F 2.79480 -2.91520 1.53502
F 1.76149 -3.51215 3.34010
F 1.05872 -1.82042 2.19551
H 1.49809 -5.58084 -1.61811
H 0.00248 -6.53052 -1.74305
H -0.05899 -4.80914 -1.34391
H 1.15420 -7.01103 0.40330
H -0.38286 -6.22376 0.71747
C -3.44038 4.86818 -1.55045
C -3.36748 6.37519 -1.55785
O -4.14826 6.97311 -2.63316
C -5.45035 7.02523 -2.46382
O -6.09427 6.66489 -1.52292
C -6.09529 7.69784 -3.69792
F -5.65556 7.16210 -4.84192
F -5.79965 9.00907 -3.71912
F -7.41959 7.57723 -3.66736
H -3.13270 4.46305 -2.51472
H -2.79359 4.45442 -0.78220
H -4.44967 4.51406 -1.35448
H -2.34824 6.70624 -1.74704
H -3.68440 6.80547 -0.60794
C -0.22081 -8.11453 6.15464
C 0.54326 -9.17914 5.39984
O -0.17563 -9.63157 4.23033
C -0.15709 -8.81400 3.19154
O 0.39354 -7.75696 3.10957
C -0.94715 -9.43629 2.01952
F -2.14415 -9.87818 2.41383
F -0.27439 -10.47496 1.50453
F -1.12464 -8.53298 1.06245
H -1.21376 -8.47733 6.42184
H 0.31538 -7.84721 7.06439
H -0.34596 -7.21601 5.55300
H 0.66791 -10.06888 6.01266
H 1.53401 -8.83470 5.10524
C 5.36596 5.13208 -5.24515
C 4.85716 6.00167 -4.11622
O 3.64965 5.47691 -3.53599
C 3.79985 4.43551 -2.72482
O 4.82804 3.90519 -2.42675
C 2.42286 4.00536 -2.17294
F 1.53118 3.89840 -3.16060
F 1.97502 4.93668 -1.30868
F 2.51312 2.85124 -1.54447
H 4.59134 5.00194 -6.00149
H 6.23884 5.59307 -5.70725
H 5.64747 4.14449 -4.88405
H 4.58549 6.98749 -4.48771
H 5.60835 6.13338 -3.33758

Computed properties:
Net charge: -1
Spin multiplicity: 1

Asked for HOMO-LUMO gap across the records above, the calculation gives 9.260; 8.709; 7.383 eV in order.
Asked for LUMO across the records above, the calculation gives 0.8; 0.3; 1.8 eV in order.
Asked for highest occupied orbital energy across the records above, the calculation gives -8.5; -8.4; -5.6 eV in order.